ORCA calculation (wB97M-V/def2-TZVPD) on a 17-piece molecular cluster, C72H192N14O22 overall.

Computed properties:
Largest force on an atom (hartree/bohr): 0.0569
Energy above the lowest of the compared OMol25 structures with the same formula, charge and spin (eV): 0.000
Total energy (eV): -143671.1572
Gap between HOMO and LUMO (eV): 9.0

Each atom is followed by the atoms it is bonded to, with distances in Å.
Element x y z (Å)
1 C 21.887 13.807 26.358  O2 1.421, H10 1.063, H11 1.099, H12 1.106
2 O 20.855 14.593 25.779  C1 1.421, C3 1.391
3 C 19.780 14.708 26.654  O2 1.391, C4 1.505, H13 1.099, H14 1.120
4 C 18.515 15.164 25.980  C3 1.505, N5 1.446, H15 1.082, H16 1.091
5 N 17.950 14.160 25.108  C4 1.446, C6 1.490, H17 1.034
6 C 16.643 14.614 24.556  N5 1.490, C7 1.509, H18 1.085, H19 1.093
7 C 16.210 13.673 23.460  C6 1.509, O8 1.409, H20 1.107, H21 1.075
8 O 16.234 12.329 23.882  C7 1.409, C9 1.447
9 C 15.203 11.515 23.276  O8 1.447, H22 1.107, H23 1.084, H24 1.101
10 H 21.563 12.796 26.401  C1 1.063
11 H 22.141 14.262 27.326  C1 1.099
12 H 22.774 13.846 25.698  C1 1.106
13 H 20.105 15.411 27.434  C3 1.099
14 H 19.557 13.717 27.125  C3 1.120
15 H 18.653 16.068 25.402  C4 1.082
16 H 17.802 15.467 26.749  C4 1.091
17 H 17.909 13.198 25.488  N5 1.034
18 H 16.868 15.565 24.086  C6 1.085
19 H 15.866 14.741 25.315  C6 1.093
20 H 16.843 13.751 22.555  C7 1.107
21 H 15.230 13.917 23.090  C7 1.075
22 H 14.236 11.891 23.660  C9 1.107
23 H 15.378 10.485 23.565  C9 1.084
24 H 15.260 11.716 22.195  C9 1.101
25 C 31.622 14.535 19.697  O26 1.420, H34 1.057, H35 1.100, H36 1.088
26 O 30.469 15.333 19.477  C25 1.420, C27 1.395
27 C 30.271 16.088 20.634  O26 1.395, C28 1.527, H37 1.108, H38 1.113
28 C 29.303 17.266 20.554  C27 1.527, N29 1.462, H39 1.100, H40 1.101
29 N 29.746 18.206 19.526  C28 1.462, C30 1.498, H41 0.987
30 C 28.831 19.364 19.274  N29 1.498, C31 1.513, H42 1.072, H43 1.140
31 C 29.379 20.262 18.188  C30 1.513, O32 1.422, H44 1.126, H45 1.104
32 O 28.517 21.394 18.178  C31 1.422, C33 1.388
33 C 28.954 22.282 17.205  O32 1.388, H46 1.084, H47 1.071, H48 1.103
34 H 31.509 13.995 20.599  C25 1.057
35 H 32.533 15.145 19.801  C25 1.100
36 H 31.770 13.991 18.766  C25 1.088
37 H 31.228 16.547 20.954  C27 1.108
38 H 29.947 15.393 21.440  C27 1.113
39 H 29.201 17.716 21.552  C28 1.100
40 H 28.395 16.728 20.239  C28 1.101
41 H 29.980 17.699 18.711  N29 0.987
42 H 28.751 19.953 20.166  C30 1.072
43 H 27.788 18.999 18.994  C30 1.140
44 H 29.515 19.786 17.177  C31 1.126
45 H 30.356 20.661 18.513  C31 1.104
46 H 29.137 21.805 16.249  C33 1.084
47 H 29.871 22.776 17.453  C33 1.071
48 H 28.132 22.991 17.006  C33 1.103
49 C 12.923 15.000 11.017  O50 1.402, H58 1.092, H59 1.088, H60 1.081
50 O 13.758 14.785 12.123  C49 1.402, C51 1.417
51 C 13.938 13.403 12.383  O50 1.417, C52 1.497, H61 1.129, H62 1.042
52 C 14.843 13.291 13.570  C51 1.497, N53 1.470, H63 1.077, H64 1.091
53 N 14.128 13.780 14.757  C52 1.470, C54 1.389, H65 1.014
54 C 14.760 13.523 15.967  N53 1.389, C55 1.545, H66 1.077, H67 1.116
55 C 16.126 14.202 16.213  C54 1.545, O56 1.448, H68 1.097, H69 1.127
56 O 15.934 15.595 15.870  C55 1.448, C57 1.426
57 C 17.179 16.283 15.764  O56 1.426, H70 1.075, H71 1.088, H72 1.090
58 H 11.904 14.625 11.144  C49 1.092
59 H 13.382 14.625 10.104  C49 1.088
60 H 12.851 16.073 10.913  C49 1.081
61 H 14.364 12.885 11.475  C51 1.129
62 H 13.033 12.927 12.582  C51 1.042
63 H 15.780 13.798 13.408  C52 1.077
64 H 15.133 12.251 13.728  C52 1.091
65 H 13.831 14.745 14.659  N53 1.014
66 H 14.874 12.454 16.040  C54 1.077
67 H 14.071 13.881 16.768  C54 1.116
68 H 16.912 13.828 15.546  C55 1.097
69 H 16.487 14.056 17.270  C55 1.127
70 H 17.943 15.744 15.235  C57 1.075
71 H 17.454 16.526 16.788  C57 1.088
72 H 17.108 17.197 15.174  C57 1.090
73 C 19.934 16.034 22.516  O74 1.400, H82 1.114, H83 1.127, H84 1.101
74 O 20.642 15.907 21.314  C73 1.400, C75 1.444
75 C 20.436 14.617 20.697  O74 1.444, C76 1.470, H85 1.127, H86 1.090
76 C 21.365 14.575 19.559  C75 1.470, N77 1.475, H87 1.098, H88 1.114
77 N 20.993 15.583 18.549  C76 1.475, C78 1.459, H89 1.010
78 C 21.937 15.647 17.438  N77 1.459, C79 1.551, H90 1.104, H91 1.101
79 C 23.428 15.765 17.847  C78 1.551, O80 1.408, H92 1.103, H93 1.126
80 O 23.620 17.017 18.462  C79 1.408, C81 1.390
81 C 24.869 17.189 19.049  O80 1.390, H94 1.108, H95 1.094, H96 1.089
82 H 20.210 17.045 22.897  C73 1.114
83 H 20.253 15.290 23.299  C73 1.127
84 H 18.865 15.941 22.267  C73 1.101
85 H 19.335 14.423 20.551  C75 1.127
86 H 20.734 13.830 21.390  C75 1.090
87 H 21.427 13.574 19.111  C76 1.098
88 H 22.403 14.763 19.918  C76 1.114
89 H 20.828 16.426 19.081  N77 1.010
90 H 21.831 16.454 16.691  C78 1.104
91 H 21.871 14.684 16.909  C78 1.101
92 H 24.099 15.688 16.975  C79 1.103
93 H 23.612 14.932 18.582  C79 1.126
94 H 25.648 17.426 18.298  C81 1.108
95 H 25.195 16.294 19.588  C81 1.094
96 H 24.831 18.057 19.706  C81 1.089
97 C 13.752 14.230 20.255  O98 1.416, H106 1.109, H107 1.059, H108 1.129
98 O 14.990 14.421 19.595  C97 1.416, C99 1.459
99 C 15.305 15.729 19.028  O98 1.459, C100 1.472, H109 1.076, H110 1.059
100 C 16.556 16.240 19.612  C99 1.472, N101 1.474, H111 1.081, H112 1.095
101 N 16.477 16.498 21.061  C100 1.474, C102 1.489, H113 1.006
102 C 16.035 17.883 21.387  N101 1.489, C103 1.500, H114 1.105, H115 1.084
103 C 16.225 18.214 22.839  C102 1.500, O104 1.420, H116 1.106, H117 1.121
104 O 17.615 18.180 23.124  C103 1.420, C105 1.403
105 C 17.978 18.818 24.320  O104 1.403, H118 1.106, H119 1.127, H120 1.082
106 H 13.670 15.054 20.992  C97 1.109
107 H 13.849 13.327 20.799  C97 1.059
108 H 12.885 14.099 19.544  C97 1.129
109 H 14.528 16.436 19.259  C99 1.076
110 H 15.274 15.676 17.971  C99 1.059
111 H 16.734 17.153 19.061  C100 1.081
112 H 17.314 15.469 19.428  C100 1.095
113 H 17.336 16.314 21.550  N101 1.006
114 H 14.958 17.909 21.144  C102 1.105
115 H 16.548 18.653 20.823  C102 1.084
116 H 15.705 17.628 23.619  C103 1.106
117 H 15.820 19.248 22.995  C103 1.121
118 H 17.526 18.423 25.250  C105 1.106
119 H 17.556 19.861 24.266  C105 1.127
120 H 19.044 18.781 24.502  C105 1.082
121 C 20.942 11.099 24.119  C122 1.543, H127 1.089, H128 1.112, H129 1.088
122 C 21.970 11.009 22.971  C121 1.543, C123 1.532, N126 1.465, H130 1.074
123 C 23.160 11.948 23.191  C122 1.532, O124 1.409, H131 1.106, H132 1.077
124 O 22.643 13.259 23.213  C123 1.409, C125 1.402
125 C 23.545 14.212 22.720  O124 1.402, H133 1.111, H134 1.109, H135 1.101
126 N 22.441 9.639 22.751  C122 1.465, H136 1.008, H137 1.018
127 H 20.042 10.558 23.828  C121 1.089
128 H 20.692 12.123 24.472  C121 1.112
129 H 21.371 10.546 24.951  C121 1.088
130 H 21.475 11.352 22.082  C122 1.074
131 H 23.834 11.786 22.330  C123 1.106
132 H 23.650 11.784 24.137  C123 1.077
133 H 23.720 14.136 21.625  C125 1.111
134 H 24.508 14.324 23.259  C125 1.109
135 H 23.005 15.168 22.806  C125 1.101
136 H 21.701 8.972 22.906  N126 1.008
137 H 23.185 9.468 23.424  N126 1.018
138 C 23.650 19.605 15.493  C139 1.527, H144 1.075, H145 1.126, H146 1.068
139 C 24.033 18.574 14.435  C138 1.527, C140 1.543, N143 1.485, H147 1.120
140 C 25.280 17.776 14.869  C139 1.543, O141 1.397, H148 1.101, H149 1.090
141 O 26.392 18.613 14.745  C140 1.397, C142 1.375
142 C 27.347 18.327 15.691  O141 1.375, H150 1.108, H151 1.080, H152 1.078
143 N 22.880 17.650 14.284  C139 1.485, H153 1.028, H154 1.021
144 H 23.273 19.239 16.431  C138 1.075
145 H 22.777 20.190 15.088  C138 1.126
146 H 24.462 20.249 15.750  C138 1.068
147 H 24.271 19.116 13.484  C139 1.120
148 H 25.371 16.821 14.328  C140 1.101
149 H 25.035 17.634 15.922  C140 1.090
150 H 26.860 18.407 16.683  C142 1.108
151 H 28.150 19.044 15.602  C142 1.080
152 H 27.804 17.356 15.597  C142 1.078
153 H 22.914 17.215 13.353  N143 1.028
154 H 22.013 18.189 14.294  N143 1.021
155 C 22.163 11.746 15.617  C156 1.501, H161 1.080, H162 1.094, H163 1.084
156 C 22.109 10.485 16.429  C155 1.501, C157 1.552, N160 1.464, H164 1.083
157 C 22.122 10.787 17.951  C156 1.552, O158 1.402, H165 1.124, H166 1.082
158 O 23.380 11.263 18.345  C157 1.402, C159 1.392
159 C 23.446 11.518 19.712  O158 1.392, H167 1.119, H168 1.074, H169 1.114
160 N 21.018 9.595 16.030  C156 1.464, H170 1.017, H171 1.018
161 H 21.196 12.226 15.630  C155 1.080
162 H 22.403 11.516 14.575  C155 1.094
163 H 22.852 12.425 16.108  C155 1.084
164 H 23.028 9.957 16.208  C156 1.083
165 H 22.012 9.832 18.534  C157 1.124
166 H 21.244 11.375 18.187  C157 1.082
167 H 22.912 12.431 20.079  C159 1.119
168 H 24.484 11.720 19.904  C159 1.074
169 H 23.159 10.619 20.304  C159 1.114
170 H 20.205 10.205 16.070  N160 1.017
171 H 20.821 8.893 16.739  N160 1.018
172 C 16.758 11.132 18.781  C173 1.517, H178 1.078, H179 1.110, H180 1.106
173 C 17.989 11.960 19.101  C172 1.517, C174 1.530, N177 1.465, H181 1.103
174 C 18.967 11.195 19.994  C173 1.530, O175 1.415, H182 1.116, H183 1.127
175 O 19.291 9.978 19.349  C174 1.415, C176 1.448
176 C 19.965 9.104 20.286  O175 1.448, H184 1.081, H185 1.080, H186 1.094
177 N 18.700 12.386 17.893  C173 1.465, H187 1.002, H188 1.013
178 H 16.871 10.412 17.987  C172 1.078
179 H 15.860 11.695 18.449  C172 1.110
180 H 16.465 10.540 19.668  C172 1.106
181 H 17.619 12.834 19.663  C173 1.103
182 H 18.395 11.136 20.950  C174 1.116
183 H 19.920 11.782 20.123  C174 1.127
184 H 19.288 8.815 21.078  C176 1.081
185 H 20.783 9.579 20.808  C176 1.080
186 H 20.265 8.243 19.682  C176 1.094
187 H 19.133 13.287 17.958  N177 1.002
188 H 18.072 12.499 17.107  N177 1.013
189 C 19.076 20.405 20.123  C190 1.497, H195 1.115, H196 1.090, H197 1.091
190 C 19.770 19.190 19.591  C189 1.497, C191 1.531, N194 1.512, H198 1.078
191 C 20.217 19.390 18.140  C190 1.531, O192 1.386, H199 1.128, H200 1.118
192 O 19.066 19.446 17.371  C191 1.386, C193 1.499
193 C 19.351 19.674 15.917  O192 1.499, H201 1.115, H202 1.080, H203 1.110
194 N 20.990 18.907 20.439  C190 1.512, H204 1.031, H205 1.068
195 H 18.665 20.253 21.148  C189 1.115
196 H 18.262 20.700 19.460  C189 1.090
197 H 19.744 21.267 20.095  C189 1.091
198 H 19.086 18.357 19.583  C190 1.078
199 H 20.884 18.581 17.722  C191 1.128
200 H 20.817 20.329 18.052  C191 1.118
201 H 20.099 20.480 15.731  C193 1.115
202 H 18.346 19.778 15.535  C193 1.080
203 H 19.680 18.688 15.527  C193 1.110
204 H 21.774 18.850 19.772  N194 1.031
205 H 20.888 17.892 20.757  N194 1.068
206 C 25.726 11.809 16.323  C207 1.489, H212 1.101, H213 1.097, H214 1.112
207 C 25.833 12.957 17.266  C206 1.489, C208 1.498, N211 1.516, H215 1.093
208 C 26.666 12.699 18.485  C207 1.498, O209 1.441, H216 1.112, H217 1.108
209 O 26.427 13.762 19.429  C208 1.441, C210 1.372
210 C 26.901 13.521 20.693  O209 1.372, H218 1.117, H219 1.062, H220 1.097
211 N 26.456 14.139 16.550  C207 1.516, H221 0.999, H222 1.012
212 H 26.701 11.785 15.813  C206 1.101
213 H 25.007 12.030 15.525  C206 1.097
214 H 25.581 10.798 16.762  C206 1.112
215 H 24.832 13.171 17.647  C207 1.093
216 H 27.763 12.678 18.302  C208 1.112
217 H 26.418 11.721 18.941  C208 1.108
218 H 28.013 13.587 20.776  C210 1.117
219 H 26.633 12.552 21.034  C210 1.062
220 H 26.510 14.311 21.347  C210 1.097
221 H 25.766 14.478 15.911  N211 0.999
222 H 26.610 14.832 17.271  N211 1.012
223 C 20.791 22.538 25.709  C224 1.539, H229 1.115, H230 1.073, H231 1.109
224 C 21.738 21.564 24.985  C223 1.539, C225 1.550, N228 1.495, H232 1.090
225 C 22.027 20.326 25.872  C224 1.550, O226 1.403, H233 1.120, H234 1.081
226 O 20.778 19.713 26.054  C225 1.403, C227 1.393
227 C 20.931 18.546 26.800  O226 1.393, H235 1.085, H236 1.071, H237 1.120
228 N 21.048 21.270 23.692  C224 1.495, H238 0.984, H239 1.014
229 H 20.942 23.555 25.277  C223 1.115
230 H 21.003 22.594 26.760  C223 1.073
231 H 19.736 22.205 25.640  C223 1.109
232 H 22.694 21.979 24.668  C224 1.090
233 H 22.352 20.651 26.892  C225 1.120
234 H 22.678 19.547 25.501  C225 1.081
235 H 19.973 18.124 27.082  C227 1.085
236 H 21.585 18.777 27.616  C227 1.071
237 H 21.445 17.769 26.179  C227 1.120
238 H 20.150 20.925 23.902  N228 0.984
239 H 21.566 20.760 22.986  N228 1.014
240 C 25.645 13.181 12.967  C241 1.505, H246 1.052, H247 1.065, H248 1.124
241 C 24.695 14.348 12.938  C240 1.505, C242 1.524, N245 1.433, H249 1.148
242 C 23.886 14.215 11.653  C241 1.524, O243 1.409, H250 1.108, H251 1.080
243 O 23.165 15.419 11.526  C242 1.409, C244 1.435
244 C 22.416 15.546 10.308  O243 1.435, H252 1.075, H253 1.062, H254 1.085
245 N 23.899 14.332 14.129  C241 1.433, H255 1.029, H256 0.988
246 H 26.312 13.238 13.778  C240 1.052
247 H 26.222 13.095 12.076  C240 1.065
248 H 25.030 12.241 13.010  C240 1.124
249 H 25.283 15.334 12.934  C241 1.148
250 H 23.213 13.336 11.688  C242 1.108
251 H 24.492 13.999 10.786  C242 1.080
252 H 22.189 16.591 10.198  C244 1.075
253 H 21.510 14.996 10.376  C244 1.062
254 H 22.974 15.245 9.428  C244 1.085
255 H 23.358 15.193 14.292  N245 1.029
256 H 23.273 13.571 14.201  N245 0.988
257 C 18.837 25.452 21.182  C258 1.501, H263 1.115, H264 1.096, H265 1.074
258 C 19.114 24.318 22.125  C257 1.501, C259 1.533, N262 1.473, H266 1.116
259 C 18.056 23.222 21.950  C258 1.533, O260 1.422, H267 1.073, H268 1.053
260 O 16.818 23.814 22.323  C259 1.422, C261 1.441
261 C 15.822 22.788 22.499  O260 1.441, H269 1.091, H270 1.094, H271 1.097
262 N 20.502 23.878 21.898  C258 1.473, H272 1.045, H273 1.009
263 H 19.324 26.423 21.433  C257 1.115
264 H 17.759 25.647 21.187  C257 1.096
265 H 19.173 25.240 20.184  C257 1.074
266 H 18.938 24.639 23.179  C258 1.116
267 H 18.268 22.310 22.474  C259 1.073
268 H 18.004 22.952 20.932  C259 1.053
269 H 15.945 22.036 21.718  C261 1.091
270 H 14.809 23.196 22.430  C261 1.094
271 H 15.976 22.271 23.454  C261 1.097
272 H 20.734 23.056 22.500  N262 1.045
273 H 20.525 23.545 20.946  N262 1.009
274 C 20.288 14.662 13.782  C275 1.559, H277 1.109, H278 1.088, H279 1.087
275 C 20.164 15.973 12.948  C274 1.559, O276 1.383, H280 1.073, H281 1.106
276 O 19.922 16.975 13.870  C275 1.383, H282 0.948
277 H 21.082 14.869 14.526  C274 1.109
278 H 20.627 13.879 13.107  C274 1.088
279 H 19.355 14.425 14.285  C274 1.087
280 H 19.359 15.954 12.238  C275 1.073
281 H 21.078 16.193 12.365  C275 1.106
282 H 19.445 17.678 13.451  O276 0.948
283 C 23.633 20.697 19.181  C284 1.517, H286 1.082, H287 1.115, H288 1.084
284 C 25.061 21.209 19.137  C283 1.517, O285 1.456, H289 1.117, H290 1.081
285 O 25.733 20.799 17.913  C284 1.456, H291 0.988
286 H 23.287 21.009 20.158  C283 1.082
287 H 23.651 19.582 19.180  C283 1.115
288 H 23.036 21.134 18.389  C283 1.084
289 H 25.638 20.727 19.964  C284 1.117
290 H 25.115 22.275 19.311  C284 1.081
291 H 26.648 21.172 17.936  O285 0.988
292 C 24.919 17.736 23.513  C293 1.529, H295 1.089, H296 1.074, H297 1.064
293 C 23.661 17.790 22.645  C292 1.529, O294 1.449, H298 1.098, H299 1.079
294 O 23.508 19.133 22.123  C293 1.449, H300 0.969
295 H 24.737 18.456 24.309  C292 1.089
296 H 25.775 18.007 22.922  C292 1.074
297 H 24.966 16.768 23.949  C292 1.064
298 H 22.743 17.521 23.183  C293 1.098
299 H 23.856 17.080 21.857  C293 1.079
300 H 22.696 19.201 21.599  O294 0.969

Löwdin atomic charge list, values in e, 5 entries: -0.094, -0.204, -0.250, -0.230, -0.044